[1]
The following is a DFT calculation (the ωB97M-V functional and the def2-TZVPD basis) of 7 unconnected molecules or ions with the total composition C28H60BO20 at a distorted geometry.

Geometry (Å):
B: 7.106 -1.880 -0.631
O: 7.159 -1.781 -2.096
C: 5.841 -1.704 -2.728
C: 5.800 -2.931 -3.863
O: 7.169 -3.049 -4.388
C: 7.258 -2.688 -5.812
C: 7.854 -1.160 -6.081
H: 6.041 -1.815 -0.147
H: 7.632 -2.892 -0.281
H: 7.810 -1.008 -0.205
H: 5.814 -0.687 -3.351
H: 4.922 -1.759 -2.010
H: 5.539 -3.909 -3.248
H: 4.969 -2.770 -4.671
H: 6.264 -2.885 -6.421
H: 8.066 -3.422 -6.295
H: 6.992 -0.387 -6.252
H: 8.570 -0.804 -5.199
H: 8.479 -1.219 -7.095
C: 3.824 2.157 0.963
C: 4.105 1.362 -0.301
O: 2.967 0.578 -0.681
C: 1.951 1.261 -1.263
O: 1.926 2.461 -1.487
O: 0.948 0.385 -1.524
C: -0.230 0.998 -2.040
H: 3.484 1.494 1.766
H: 4.722 2.686 1.295
H: 3.032 2.894 0.803
H: 4.925 0.660 -0.113
H: 4.421 2.010 -1.126
H: -0.010 1.607 -2.924
H: -0.705 1.604 -1.262
H: -0.925 0.206 -2.334
C: 0.143 6.182 -0.785
C: -0.132 4.872 -0.067
O: -0.533 5.102 1.291
C: -1.806 5.535 1.462
O: -2.623 5.737 0.577
O: -2.009 5.736 2.789
C: -3.281 6.298 3.097
H: 0.871 6.781 -0.228
H: 0.528 5.998 -1.792
H: -0.764 6.788 -0.872
H: 0.788 4.280 -0.029
H: -0.880 4.270 -0.594
H: -4.094 5.703 2.668
H: -3.326 7.331 2.738
H: -3.396 6.304 4.184
C: 3.588 -4.284 -0.447
C: 4.701 -5.288 -0.695
O: 4.728 -6.291 0.329
C: 3.767 -7.243 0.244
O: 2.901 -7.317 -0.613
O: 3.912 -8.084 1.299
C: 2.891 -9.074 1.389
H: 3.672 -3.856 0.557
H: 3.626 -3.475 -1.183
H: 2.603 -4.756 -0.509
H: 5.667 -4.773 -0.660
H: 4.619 -5.749 -1.686
H: 2.798 -9.638 0.456
H: 1.939 -8.601 1.652
H: 3.162 -9.771 2.187
C: -9.293 5.368 6.890
C: -8.211 4.785 7.784
O: -7.548 3.688 7.143
C: -6.656 4.023 6.178
O: -6.375 5.156 5.820
O: -6.151 2.878 5.654
C: -5.277 3.089 4.549
H: -9.989 4.586 6.569
H: -9.851 6.147 7.416
H: -8.867 5.806 5.982
H: -8.670 4.388 8.696
H: -7.487 5.546 8.094
H: -4.471 3.785 4.805
H: -5.847 3.457 3.690
H: -4.829 2.128 4.281
C: -1.472 -3.504 4.376
C: -1.964 -2.787 3.130
O: -1.053 -2.969 2.037
C: -1.097 -4.181 1.432
O: -1.832 -5.109 1.731
O: -0.156 -4.198 0.454
C: -0.023 -5.462 -0.192
H: -0.453 -3.191 4.623
H: -2.126 -3.292 5.227
H: -1.445 -4.587 4.228
H: -2.011 -1.710 3.327
H: -2.973 -3.106 2.849
H: -0.985 -5.817 -0.576
H: 0.410 -6.189 0.501
H: 0.660 -5.341 -1.038
C: -5.061 -0.361 -5.314
C: -4.077 0.765 -5.581
O: -4.600 2.024 -5.137
C: -4.572 2.233 -3.798
O: -4.144 1.457 -2.957
O: -5.132 3.443 -3.547
C: -5.263 3.739 -2.160
H: -6.036 -0.132 -5.757
H: -4.693 -1.303 -5.730
H: -5.225 -0.502 -4.242
H: -3.912 0.854 -6.660
H: -3.101 0.569 -5.122
H: -4.305 3.642 -1.639
H: -6.016 3.084 -1.711
H: -5.603 4.774 -2.063

Properties
Charge = -1
Lowest unoccupied orbital energy = 1.57 eV
Highest occupied orbital energy = -3.57 eV
Frontier orbital gap = 0.1889 hartree
Max |F| = 0.0787 hartree/bohr
Total energy = -71634.6228 eV


[2]
The following is a DFT calculation (the ωB97M-V functional and the def2-TZVPD basis) of a molecular structure, C34H33FN3O4P2RhSSe.

Geometry (Å):
Rh: -3.030 -0.569 0.154
C: 3.924 3.745 2.221
S: 3.695 3.221 0.512
C: 1.928 2.850 0.586
C: 1.412 2.417 -0.777
C: 0.000 1.857 -0.716
N: -0.093 0.545 0.002
P: -1.326 0.357 1.164
C: -0.567 -0.646 2.481
C: 0.811 -0.604 2.679
C: 1.408 -1.355 3.680
C: 0.627 -2.156 4.502
C: -0.747 -2.200 4.314
C: -1.342 -1.455 3.306
C: -1.549 1.980 1.942
C: -0.743 2.364 3.012
C: -0.893 3.619 3.582
C: -1.849 4.496 3.088
C: -2.659 4.113 2.028
C: -2.515 2.858 1.457
P: 0.111 -0.775 -1.172
C: 1.871 -1.251 -0.997
C: 2.827 -0.636 -0.197
C: 4.147 -1.067 -0.212
C: 4.526 -2.122 -1.028
C: 3.583 -2.734 -1.843
C: 2.268 -2.295 -1.836
C: -0.691 -2.242 -0.403
C: -1.852 -2.721 -1.036
C: -2.479 -3.885 -0.592
C: -1.944 -4.586 0.471
C: -0.767 -4.148 1.075
C: -0.141 -2.996 0.640
H: 4.974 4.000 2.352
H: 3.669 2.943 2.914
H: 3.320 4.625 2.442
H: 1.384 3.732 0.935
H: 1.769 2.060 1.325
H: 2.086 1.686 -1.230
H: 1.396 3.274 -1.455
H: -0.357 1.730 -1.737
H: -0.661 2.578 -0.243
H: 1.422 0.004 2.031
H: 2.482 -1.317 3.811
H: 1.088 -2.747 5.283
H: -1.362 -2.827 4.946
H: -2.408 -1.519 3.144
H: -0.008 1.684 3.421
H: -0.267 3.908 4.416
H: -1.965 5.476 3.533
H: -3.408 4.790 1.639
H: -3.131 2.569 0.615
H: 2.554 0.207 0.420
H: 4.879 -0.563 0.407
H: 5.555 -2.456 -1.042
H: 3.870 -3.544 -2.501
H: 1.556 -2.772 -2.502
H: -2.224 -2.198 -1.906
H: -3.370 -4.241 -1.093
H: -2.423 -5.492 0.820
H: -0.334 -4.717 1.889
H: 0.787 -2.680 1.098
Se: -4.383 -0.091 1.826
F: -1.843 -3.264 -4.823
C: -1.354 -2.025 -4.687
C: -2.152 -0.998 -4.387
N: -1.672 0.280 -4.228
C: -2.556 1.322 -3.724
C: -2.834 1.213 -2.220
O: -3.105 2.209 -1.580
O: -2.804 -0.011 -1.790
C: -0.321 0.555 -4.315
O: 0.157 1.649 -4.097
N: 0.457 -0.518 -4.708
C: 0.081 -1.849 -4.846
O: 0.887 -2.723 -5.073
H: -3.213 -1.135 -4.241
H: -3.508 1.256 -4.253
H: -2.108 2.289 -3.927
H: 1.450 -0.331 -4.748

Properties
Lowest unoccupied orbital energy (spin up / spin down) = -1.40 / -1.39 eV
Highest occupied orbital energy (spin up / spin down) = -7.87 / -7.91 eV
Frontier orbital gap (spin up / spin down) = 0.2378 / 0.2396 hartree
Max |F| = 0.0085 hartree/bohr
Total energy = -148940.8949 eV


[3]
The following is a DFT calculation (the ωB97M-V functional and the def2-TZVPD basis) of a molecular structure, C5H9CuO3 at a distorted geometry.

Geometry (Å):
O: -1.584 1.576 0.377
C: -2.163 0.716 -0.330
C: -2.206 -0.727 0.086
H: 1.666 0.197 -2.122
H: -3.237 -1.009 0.346
H: -2.020 -1.283 -0.852
O: 1.577 1.006 -0.306
C: 1.235 -0.155 -0.952
C: 1.054 -1.200 0.168
O: 0.074 -0.659 1.076
C: -1.237 -1.218 1.152
Cu: 0.242 1.281 1.023
H: 0.497 -0.596 -1.658
H: 1.984 -1.436 0.701
H: 0.666 -2.141 -0.248
H: -1.628 -0.974 2.148
H: -1.146 -2.311 1.096
H: -2.642 0.820 -1.321

Properties
Charge = +1
Lowest unoccupied orbital energy (spin up / spin down) = -4.15 / -6.20 eV
Relative energy (zero: lowest compared OMol25 entry of this formula, charge and spin) = 340.78 kJ/mol
Highest occupied orbital energy (spin up / spin down) = -13.54 / -13.36 eV
Frontier orbital gap (spin up / spin down) = 0.3449 / 0.2632 hartree
Max |F| = 0.0660 hartree/bohr
Total energy = -56100.7171 eV
Expectation value of S² = 0.7582
Spin multiplicity = 2


[4]
The following is a DFT calculation (the ωB97M-V functional and the def2-TZVPD basis) of 2 unconnected molecules or ions with the total composition C2H7PSi at a distorted geometry.

Geometry (Å):
Si: 1.438 -0.676 -1.373
H: 0.006 -0.369 -1.372
H: 2.094 -0.100 -2.463
H: 1.802 -2.060 -1.132
H: 1.865 -0.013 0.048
C: -0.500 1.030 1.459
C: -1.657 0.841 0.873
P: -3.214 1.438 0.530
H: -0.445 1.732 2.291
H: 0.327 0.467 1.243
H: -3.930 0.431 1.171

Properties
Lowest unoccupied orbital energy = -0.21 eV
Relative energy (zero: lowest compared OMol25 entry of this formula, charge and spin) = 152.24 kJ/mol
Structure (SMILES) = [SiH4].C=C=P
Highest occupied orbital energy = -9.11 eV
Frontier orbital gap = 0.3271 hartree
Max |F| = 0.0718 hartree/bohr
Total energy = -19349.7270 eV